# C23H45GaI2O13PS

A structure of composition C23H45GaI2O13PS (the ωB97M-V functional and the def2-TZVPD basis, the OMol25 dataset).

Structure (XYZ):
```
86
C23H45GaI2O13PS (the ωB97M-V functional and the def2-TZVPD basis)
C -3.111 -9.755 -2.077
C -2.687 -8.343 -2.382
O -3.496 -7.490 -2.640
O -1.394 -8.036 -2.366
C -0.389 -9.067 -2.203
C 0.977 -8.420 -2.320
Ga 1.680 -7.732 -0.556
S 2.967 -9.258 0.576
C 2.748 -6.018 -0.750
I 2.175 -4.453 0.551
C 3.741 -5.761 -1.592
C 4.545 -4.510 -1.794
I 4.430 -7.320 -2.848
P -0.226 -7.304 0.844
O 0.085 -7.017 2.265
O -1.178 -6.155 0.200
O -1.297 -8.552 0.741
H -3.200 -10.301 -3.016
H -2.435 -10.285 -1.415
H -4.090 -9.689 -1.608
H -0.543 -9.834 -2.969
H -0.537 -9.528 -1.228
H 1.680 -9.143 -2.733
H 0.925 -7.587 -3.024
H 2.130 -10.293 0.479
H 5.448 -4.537 -1.178
H 4.857 -4.410 -2.833
H 3.954 -3.634 -1.529
H -1.821 -6.523 -0.422
H -1.144 -9.119 1.508
O 0.217 -0.312 -1.183
C -0.593 -0.670 -0.371
O -0.258 -0.602 0.930
C -1.204 -0.764 1.993
C -1.483 -2.215 2.317
C -1.937 -1.232 -0.768
H -2.122 -0.214 1.773
H -0.732 -0.265 2.838
H -1.953 -2.733 1.482
H -2.145 -2.287 3.180
H -0.557 -2.742 2.544
H -1.817 -2.302 -0.942
H -2.237 -0.762 -1.701
H -2.722 -1.084 -0.030
O 0.153 4.945 3.024
C -0.127 4.743 1.870
O -0.645 3.551 1.537
C -1.189 3.288 0.234
C -0.134 2.900 -0.776
C 0.151 5.765 0.792
H -1.781 4.139 -0.103
H -1.883 2.464 0.398
H 0.565 3.714 -0.948
H -0.606 2.656 -1.728
H 0.423 2.029 -0.436
H 1.178 5.630 0.453
H 0.062 6.754 1.236
H -0.499 5.707 -0.075
O -4.250 9.885 6.368
C -3.251 9.228 6.254
O -2.445 9.460 5.200
C -1.152 8.855 5.064
C -1.208 7.477 4.444
C -2.911 8.116 7.221
H -0.635 8.848 6.025
H -0.606 9.540 4.417
H -1.758 6.774 5.070
H -0.207 7.077 4.295
H -1.708 7.520 3.477
H -3.409 7.207 6.884
H -3.310 8.387 8.195
H -1.849 7.913 7.321
O 0.490 5.506 -2.733
C 1.546 5.463 -3.303
O 1.641 6.047 -4.515
C 2.879 6.173 -5.220
C 3.205 4.938 -6.033
C 2.731 4.708 -2.743
H 3.685 6.436 -4.534
H 2.728 7.029 -5.876
H 3.350 4.064 -5.399
H 4.116 5.097 -6.609
H 2.390 4.719 -6.723
H 2.642 3.663 -3.039
H 2.685 4.758 -1.659
H 3.698 5.084 -3.065
```

Properties
* total charge: -1
* spin multiplicity: 1
* Kohn-Sham gap: 7.026 eV
* HOMO energy: -5.31 eV

=====

# C26H44F6O28PS5

A cluster of 10 separate species, C26H44F6O28PS5 in total (the ωB97M-V functional and the def2-TZVPD basis, the OMol25 dataset).

Structure (XYZ):
```
110
C26H44F6O28PS5 (the ωB97M-V functional and the def2-TZVPD basis)
P -0.944 -0.323 0.176
F -1.910 -1.641 0.302
F -2.153 0.467 0.961
F -0.214 -0.787 1.625
F 0.035 0.953 0.157
F 0.310 -1.182 -0.464
F -1.510 0.116 -1.298
O 5.654 3.533 2.637
C 4.709 2.730 2.414
O 4.529 2.127 1.266
C 3.257 1.501 1.266
C 2.441 2.178 2.414
C 3.584 2.452 3.353
H 3.333 0.420 1.380
H 2.726 1.745 0.346
H 1.692 1.548 2.893
H 1.997 3.120 2.091
H 3.791 1.561 3.945
H 3.576 3.298 4.041
O 5.049 -1.325 -2.293
C 4.524 -2.012 -1.441
O 3.964 -1.539 -0.336
C 3.279 -2.608 0.370
C 3.977 -3.884 0.000
C 4.485 -3.555 -1.390
H 2.246 -2.581 0.025
H 3.443 -2.299 1.402
H 3.362 -4.783 0.035
H 4.792 -4.019 0.712
H 3.833 -3.942 -2.173
H 5.503 -3.923 -1.519
O 0.253 6.068 -0.625
C -0.312 5.191 -1.269
O -1.599 5.309 -1.788
C -2.187 4.026 -2.178
C -1.134 3.060 -1.770
C 0.141 3.781 -1.466
H -2.378 3.956 -3.249
H -3.103 3.797 -1.635
H -1.041 2.282 -2.528
H -1.578 2.499 -0.948
H 0.784 3.864 -2.342
H 0.643 3.309 -0.621
O -2.910 2.523 -6.448
C -3.125 1.614 -5.649
O -2.269 0.539 -5.478
C -2.785 -0.285 -4.490
C -4.263 -0.056 -4.376
C -4.400 1.346 -4.988
H -2.341 0.000 -3.536
H -2.466 -1.310 -4.679
H -4.755 -0.006 -3.404
H -4.815 -0.815 -4.930
H -4.421 2.184 -4.291
H -5.327 1.534 -5.530
C -2.825 -0.934 3.712
C -3.012 -2.108 2.756
O -3.574 -3.212 3.495
S -3.538 -2.945 5.113
O -2.942 -4.110 5.784
O -4.920 -2.535 5.519
O -2.560 -1.599 4.946
H -3.745 -0.387 3.921
H -1.964 -0.299 3.503
H -1.982 -2.406 2.559
H -3.659 -1.843 1.920
C -0.783 -3.226 -2.331
C -2.217 -3.651 -1.890
O -2.710 -4.305 -3.024
S -1.524 -5.223 -3.782
O -1.670 -5.221 -5.251
O -1.332 -6.423 -3.066
O -0.312 -4.151 -3.331
H -0.076 -3.298 -1.505
H -0.839 -2.218 -2.742
H -2.943 -2.983 -1.425
H -2.160 -4.426 -1.125
C -1.574 3.472 2.167
C -2.499 3.891 3.283
O -1.639 4.269 4.337
S -0.026 4.312 3.975
O 0.657 3.130 4.500
O 0.620 5.595 4.265
O -0.378 4.219 2.368
H -1.853 3.477 1.114
H -1.226 2.446 2.289
H -3.219 3.166 3.665
H -2.985 4.825 3.002
C 1.822 -0.269 -3.789
C 1.746 1.055 -2.926
O 1.015 1.791 -3.922
S 1.567 1.650 -5.485
O 2.859 2.326 -5.586
O 0.553 1.925 -6.509
O 1.738 -0.015 -5.175
H 0.943 -0.865 -3.542
H 2.779 -0.755 -3.597
H 2.601 1.672 -2.650
H 1.146 0.909 -2.028
C 0.744 -3.007 5.062
C 1.002 -2.065 3.878
O 2.222 -1.365 4.069
S 3.173 -2.096 5.241
O 3.866 -1.063 6.027
O 3.939 -3.117 4.524
O 1.850 -2.764 5.970
H 0.849 -4.059 4.797
H -0.244 -2.895 5.510
H 0.166 -1.376 3.759
H 1.097 -2.672 2.977
```

Properties
* energy relative to the best compared isomer or geometry (same formula, charge and spin): 0.0 kJ/mol
* spin multiplicity: 2
* Kohn-Sham gap (spin up / spin down): 7.797 / 2.900 eV
* <S²>: 0.76
* HOMO energy (spin up / spin down): -10.12 / -10.12 eV

=====

# C44H34BrDyN8O7PS

A structure of composition C44H34BrDyN8O7PS (the ωB97M-V functional and the def2-TZVPD basis, the OMol25 dataset).

Structure (XYZ):
```
97
C44H34BrDyN8O7PS (the ωB97M-V functional and the def2-TZVPD basis)
Dy -1.488 -0.327 1.167
C 2.069 -4.441 -1.921
N 0.974 -3.739 -1.281
C 0.867 -2.528 -0.723
N -0.312 -2.416 -0.147
C -0.912 -3.606 -0.408
N -0.172 -4.441 -1.096
C 3.292 -3.636 -2.277
C 4.542 -4.174 -1.991
C 5.705 -3.546 -2.409
C 5.641 -2.360 -3.115
C 4.396 -1.801 -3.391
C 3.225 -2.437 -2.975
C 4.321 -0.552 -4.132
N 5.272 0.141 -4.676
N 4.686 1.243 -5.249
C 3.416 1.158 -5.017
O 3.122 0.035 -4.317
C 2.324 2.064 -5.332
C 2.515 3.302 -5.937
C 1.420 4.128 -6.128
C 0.154 3.750 -5.699
C -0.043 2.514 -5.094
C -1.402 2.070 -4.595
N -1.288 1.026 -3.601
C -0.638 1.052 -2.430
N -0.700 -0.128 -1.851
C -1.433 -0.859 -2.731
N -1.811 -0.198 -3.804
C 1.045 1.673 -4.945
H 1.659 -4.894 -2.826
H 2.364 -5.257 -1.260
H 1.643 -1.787 -0.712
H -1.910 -3.840 -0.072
H 4.606 -5.102 -1.436
H 6.666 -3.987 -2.180
H 6.530 -1.847 -3.454
H 2.264 -1.994 -3.208
H 3.512 3.605 -6.229
H 1.555 5.094 -6.598
H -0.684 4.426 -5.825
H -1.987 1.647 -5.411
H -1.960 2.910 -4.177
H -0.133 1.920 -2.039
H -1.692 -1.893 -2.568
H 0.923 0.699 -4.496
O 2.320 -2.079 1.543
C 1.631 -1.160 1.979
O 0.879 -0.360 1.308
C 1.631 -0.859 3.491
P -0.162 -0.539 3.821
C -0.240 0.559 5.278
C -1.461 0.638 5.957
C -1.660 1.591 6.942
C -0.655 2.500 7.250
C 0.546 2.450 6.560
C 0.750 1.492 5.577
C -0.590 -2.188 4.520
C -0.871 -3.193 3.593
C -1.211 -4.468 4.009
C -1.271 -4.760 5.364
C -0.963 -3.779 6.293
C -0.619 -2.501 5.874
H 2.211 0.056 3.630
H 2.066 -1.666 4.073
H -2.260 -0.039 5.678
H -2.611 1.635 7.458
H -0.817 3.252 8.011
H 1.327 3.169 6.777
H 1.689 1.478 5.037
H -0.840 -2.967 2.534
H -1.448 -5.227 3.275
H -1.568 -5.748 5.695
H -0.992 -4.004 7.352
H -0.382 -1.742 6.608
Br -0.617 2.512 2.208
C -1.604 3.632 0.976
C -1.532 4.979 1.167
C -2.264 5.834 0.321
C -3.038 5.304 -0.670
C -3.129 3.902 -0.858
C -3.989 3.363 -1.837
C -4.134 2.004 -1.935
C -3.375 1.149 -1.121
C -2.444 1.585 -0.188
C -2.384 3.004 -0.027
H -0.925 5.386 1.965
H -2.218 6.904 0.480
H -3.624 5.946 -1.318
H -4.563 4.038 -2.464
H -4.829 1.580 -2.653
H -3.546 0.082 -1.238
O -2.682 -0.712 3.072
S -3.751 -1.102 2.082
O -4.806 -1.880 2.670
O -2.970 -1.877 1.030
O -4.146 0.159 1.447
```

Properties
* total charge: -1
* spin multiplicity: 6
* Kohn-Sham gap (spin up / spin down): 6.733 / 6.735 eV
* <S²>: 9.34
* HOMO energy (spin up / spin down): -5.24 / -5.24 eV

=====

What did we get for largest force on an atom? Answer: 0.8; 4.7; 3.7 eV Å⁻¹, in the order shown.